# 1
73
Properties=species:S:1:pos:R:3:mulliken_charge:R:1 method="wB97M-V/def2-TZVPD" e_above_lowest_ev=0.089 fmax_ha_per_bohr=0.010 total_charge=-1 e_tot_ev=-132763.898 lumo_ev=2.062
In 0.21673 -0.42448 0.01309 1.57
O -0.23697 -1.67502 -6.96560 -0.72
C 0.21482 -2.51455 -6.17154 0.42
O 0.70108 -3.64554 -6.35161 -0.73
C 0.16817 -2.07762 -4.67926 0.19
C 0.64120 -2.92831 -3.68453 -1.16
C 0.61562 -2.51595 -2.37015 -0.35
N 0.13871 -1.31641 -2.01953 0.46
C -0.33534 -0.48949 -2.96199 0.66
C -0.33378 -0.83801 -4.29931 -0.83
C -0.87791 0.84393 -2.46823 -0.23
O -1.27763 1.66200 -3.27846 -0.78
O -0.81427 1.03070 -1.19166 -0.16
H 1.02555 -3.89575 -3.97775 0.52
H 0.97943 -3.13697 -1.55985 0.45
H -0.71392 -0.15851 -5.04815 0.62
C 3.98155 -0.29244 -1.87702 -1.17
C 3.65443 -1.08081 -0.66191 -0.12
N 2.46288 -1.26373 -0.12132 0.28
C 2.61432 -2.19084 0.88167 0.02
C 3.92872 -2.54388 0.97941 -0.08
N 4.56397 -1.82658 -0.00043 -0.03
C 4.72187 -3.46368 1.83222 0.48
O 4.06539 -4.13896 2.74407 -0.57
O 5.92465 -3.50862 1.68968 -0.65
C 1.41250 -2.76574 1.55229 0.81
O 1.57178 -3.58342 2.46846 -0.94
O 0.29649 -2.38799 1.07651 -0.48
H 3.08459 0.17651 -2.26299 0.05
H 4.39766 -0.95415 -2.63887 0.35
H 4.71101 0.48776 -1.65728 0.38
H 5.55163 -1.91178 -0.18591 0.23
H 3.06654 -3.95092 2.69381 0.43
C -3.51903 -0.06790 -0.11303 -0.57
S -2.37416 -1.24694 0.61729 0.34
C -2.53915 -2.61453 -0.54435 -0.97
H -3.24449 0.15488 -1.14152 0.17
H -3.45096 0.84383 0.47747 0.00
H -4.53215 -0.46488 -0.05990 0.45
H -3.53431 -3.04821 -0.46104 0.51
H -1.79220 -3.35464 -0.26355 0.26
H -2.36022 -2.28324 -1.56629 0.17
C 2.59232 3.73518 0.06557 -1.13
C 1.83034 3.06703 -1.04750 0.84
C 0.88671 3.92396 -1.84634 -1.08
O 1.99463 1.89212 -1.30028 -0.34
H 3.00721 4.68684 -0.27311 0.42
H 3.37676 3.07952 0.43566 0.25
H 1.89711 3.94424 0.88074 0.19
H 0.48362 4.73814 -1.24372 0.35
H 0.08485 3.32312 -2.27169 0.07
H 1.45747 4.36866 -2.66741 0.44
C -5.15689 2.01434 3.87111 -1.65
C -3.74349 1.77767 3.41064 0.91
C -3.11521 2.65443 2.53934 -1.25
C -1.80615 2.45209 2.10642 0.82
C -1.19793 3.43262 1.14417 -0.98
C -1.10625 1.33105 2.56929 0.20
Se 0.73131 1.05074 2.03519 -0.03
C -1.71286 0.44046 3.46804 1.13
C -0.99280 -0.76385 4.00457 -1.51
C -3.02559 0.67825 3.86218 -0.98
H -5.62906 2.81218 3.29803 0.36
H -5.18308 2.29863 4.92538 0.34
H -5.76253 1.11310 3.76176 0.35
H -3.65682 3.52073 2.17307 0.27
H -1.89721 4.24247 0.93297 0.38
H -0.94382 2.93693 0.20552 -0.06
H -0.28218 3.86060 1.55578 0.17
H -0.74789 -1.46687 3.20621 0.16
H -1.61119 -1.28040 4.73873 0.38
H -0.04852 -0.48213 4.47164 0.35
H -3.49760 -0.02095 4.54515 0.34


# 2
17
Properties=species:S:1:pos:R:3:nbo_charge:R:1 method="wB97M-V/def2-TZVPD" e_above_lowest_ev=5.483 fmax_ha_per_bohr=0.081 e_tot_ev=-7415.551 lumo_ev=1.005
C 1.45989 -0.61644 -0.13564 -0.40
C 0.81818 0.73163 0.28899 -0.27
C 0.02947 0.99320 -0.94284 -0.36
C -0.95054 -0.25598 -0.74478 -0.23
C -1.61098 0.06677 0.65850 -0.40
C -0.19845 -0.15985 1.19182 -0.21
C 0.05789 -1.18424 0.04593 -0.23
H 1.93397 -0.62707 -1.12392 0.20
H 2.13839 -1.00175 0.63097 0.21
H 1.54052 1.61261 0.14600 0.23
H 1.29662 1.48965 -1.34795 0.17
H -0.40869 1.90393 -1.30257 0.22
H -1.60746 -0.60196 -1.54877 0.22
H -2.10307 1.02988 0.83271 0.20
H -2.29892 -0.74116 0.97641 0.22
H 0.05550 -0.38260 2.22971 0.22
H -0.15231 -2.25663 0.14542 0.22


# 3
59
Properties=species:S:1:pos:R:3:nbo_charge:R:1 method="wB97M-V/def2-TZVPD" e_above_lowest_ev=0.000 fmax_ha_per_bohr=0.033 total_charge=+2 e_tot_ev=-62016.591 lumo_ev=-8.985
Pd -0.12312 0.04185 0.05811 0.94
C 2.69428 2.94533 1.49728 -0.69
C 1.78376 1.79081 1.28019 0.33
N 1.05618 1.65679 0.22017 -0.25
N 1.11127 2.60612 -0.76163 -0.40
C 0.58522 2.21823 -1.87712 0.30
N 0.49047 3.05750 -2.90989 -0.74
S 0.03137 0.56085 -2.15441 0.05
C 1.68992 0.69382 2.26294 0.14
C 2.21853 0.73535 3.53299 -0.19
C 2.06801 -0.38108 4.35475 -0.11
C 1.39849 -1.49329 3.87951 -0.22
C 0.90026 -1.46467 2.58428 0.09
N 1.05424 -0.39511 1.80528 -0.50
H 2.66076 3.62923 0.65768 0.28
H 3.71615 2.58384 1.63106 0.27
H 2.41131 3.48085 2.40704 0.25
H 0.89787 3.97705 -2.83596 0.43
H 0.21029 2.73136 -3.81915 0.43
H 2.74846 1.61185 3.87888 0.25
H 2.48542 -0.37745 5.35305 0.25
H 1.26569 -2.37577 4.48942 0.26
H 0.39655 -2.31724 2.14520 0.24
O -2.04104 -3.57458 -0.17608 -0.51
C -2.14346 -2.40986 0.07707 0.77
O -1.16681 -1.54373 -0.18493 -0.76
C -3.37972 -1.85657 0.70129 -0.12
C -4.47164 -2.70108 0.87371 -0.15
C -5.61907 -2.22887 1.48649 -0.15
C -5.69164 -0.91285 1.93647 -0.19
C -4.61727 -0.06004 1.76503 -0.12
C -3.45796 -0.54484 1.14443 -0.46
P -2.16903 0.66909 0.98515 1.56
C -1.70496 1.20686 2.60824 -0.49
C -1.89887 0.36050 3.70575 -0.17
C -1.52170 0.78598 4.96864 -0.15
C -0.94783 2.03967 5.13810 -0.15
C -0.72079 2.87093 4.04411 -0.20
C -1.07138 2.44950 2.77575 -0.18
C -2.81464 2.03522 0.03836 -0.51
C -2.90609 1.90806 -1.35166 -0.11
C -3.46167 2.92966 -2.09835 -0.21
C -3.91808 4.08199 -1.46769 -0.13
C -3.83390 4.20914 -0.08897 -0.20
C -3.28179 3.19294 0.67345 -0.16
H -4.40237 -3.72126 0.52378 0.27
H -6.46361 -2.89183 1.61701 0.25
H -6.58747 -0.54972 2.42163 0.25
H -4.67534 0.96522 2.11003 0.22
H -2.37071 -0.60551 3.57437 0.24
H -1.68659 0.14410 5.82368 0.24
H -0.67242 2.37350 6.13036 0.25
H -0.27794 3.84805 4.18649 0.24
H -0.88852 3.08775 1.91930 0.24
H -2.56300 1.00812 -1.84173 0.23
H -3.54218 2.82870 -3.17229 0.24
H -4.35384 4.87992 -2.05430 0.25
H -4.20379 5.10120 0.39806 0.25
H -3.23676 3.29315 1.74886 0.23


# 4
16
Properties=species:S:1:pos:R:3:nbo_charge:R:1 method="wB97M-V/def2-TZVPD" e_above_lowest_ev=5.851 fmax_ha_per_bohr=0.195 e_tot_ev=-9769.688 lumo_ev=0.836
C 2.20470 0.17515 0.74200 -0.63
C 1.63009 -0.53240 -0.52734 -0.10
C -0.45753 0.14958 -0.23607 0.71
H 2.56344 -0.63051 1.53987 0.21
H 1.62835 0.88892 1.24818 0.22
H 3.15304 0.85369 0.32851 0.21
H 1.60260 0.25142 -1.42756 0.19
H 2.35200 -1.29139 -0.94595 0.21
H -1.28823 1.67394 -0.51253 0.37
H -1.78485 -1.56589 -0.37530 0.38
H -3.79288 0.01084 -0.61247 0.33
H -3.03497 0.42315 1.19494 0.37
N -0.39901 1.31981 -0.55395 -0.74
N -1.72248 -0.68494 -0.06779 -0.52
N -2.97778 -0.13309 0.43327 -0.70
O 0.32352 -0.90829 -0.22780 -0.48


# 5
14
Properties=species:S:1:pos:R:3:nbo_charge:R:1 method="wB97M-V/def2-TZVPD" e_above_lowest_ev=4.664 fmax_ha_per_bohr=0.011 e_tot_ev=-9842.615 lumo_ev=0.704
C -1.11243 1.62164 0.08745 -0.26
C -1.09500 -2.26151 0.54488 0.14
O -0.17388 -2.05959 -0.35567 -0.47
C 1.03162 -1.31264 -0.05780 -0.15
C 0.71836 0.14754 -0.26947 0.54
N 1.40985 0.85067 -1.06312 -0.67
O -0.35972 0.48634 0.47491 -0.51
H -1.93939 1.68760 0.79639 0.21
H -1.50954 1.48265 -0.92489 0.19
H -0.52236 2.54296 0.13580 0.18
H -0.67085 -1.86690 1.51410 0.04
H 1.80643 -1.62700 -0.75723 0.23
H 1.31698 -1.51210 0.98126 0.20
H 1.09993 1.82034 -1.10662 0.34


# 6
147
Properties=species:S:1:pos:R:3:mulliken_charge:R:1 method="wB97M-V/def2-TZVPD" fmax_ha_per_bohr=0.160 total_charge=+1 e_tot_ev=-268152.180 lumo_ev=-4.427
C 6.26738 1.50953 -0.04961 -0.84
C 5.13723 2.25452 -1.03182 -0.19
C 4.77886 1.22155 -2.24758 -0.76
N 3.60378 0.34248 -2.09236 1.56
C 3.63657 -0.91772 -1.28397 -1.60
N 4.34056 -2.09656 -1.37029 0.90
C 5.29857 -2.25136 -2.57204 -0.22
C 4.67953 -3.53045 -3.45753 -0.08
O 3.38469 -3.35057 -3.84069 -0.49
N 5.46523 -4.75731 -3.85607 0.04
C 4.61815 -5.77958 -4.58477 -0.70
C 6.56879 -4.21526 -4.78558 -0.87
C 4.28117 -3.26254 -0.41854 -1.10
I 2.60454 -4.63712 -0.65028 0.20
C 4.37499 -2.87828 1.18099 -0.13
C 4.60784 -4.21411 2.16065 -0.99
N 2.57486 -0.57790 -0.21587 -0.17
Br 3.13422 0.43387 1.24719 0.04
C 1.46931 0.02549 -1.11587 0.95
C 0.45001 0.83590 -0.12782 -1.77
C -1.06872 1.08430 -0.76691 -0.60
C -1.79668 2.45203 -0.23727 0.58
C -3.12409 2.66871 -1.23178 -1.02
C -2.34760 2.26533 1.29568 -0.97
P 0.56439 -1.64077 -1.57217 0.09
O -0.69464 -1.40478 -2.73635 -0.35
Cl -0.45991 -2.42355 0.16331 -0.28
C 2.19285 0.84882 -2.38777 0.02
C 1.87760 2.45960 -2.26285 -0.06
C 2.47010 3.39649 -3.46048 -0.63
C 3.55498 4.54340 -2.97692 0.20
N 4.74414 4.80637 -3.89988 -0.43
O 3.51247 5.22999 -1.83293 -0.58
C 2.01191 0.25302 -3.90377 -0.84
C 0.50645 0.89646 -4.60412 0.72
C -0.26512 -0.18244 -5.72638 -0.85
O 0.54687 1.18694 -6.14079 -0.55
H 7.32480 1.97639 -0.33904 0.31
H 6.00933 1.70784 1.09785 0.21
H 6.34481 0.35784 -0.24385 0.13
H 4.24115 2.60928 -0.37670 0.07
H 5.67872 3.18909 -1.48398 0.35
H 5.74852 0.53132 -2.35766 0.37
H 4.78355 1.87171 -3.24950 0.34
H 5.21758 -1.33552 -3.32713 0.32
H 6.39809 -2.49248 -2.25305 0.42
H 3.54136 -5.93995 -4.11772 0.26
H 4.42072 -5.51510 -5.72700 0.28
H 5.15915 -6.83908 -4.49031 0.31
H 6.12917 -3.75251 -5.78153 0.32
H 7.30407 -5.10476 -5.01533 0.33
H 7.21036 -3.37260 -4.27998 0.29
H 5.26212 -3.91315 -0.62571 0.57
H 3.28812 -2.48767 1.48528 0.14
H 5.22660 -2.11152 1.41863 0.25
H 3.54535 -4.74541 2.27105 0.26
H 5.39024 -4.96852 1.73061 0.27
H 4.87385 -3.84734 3.26474 0.33
H 0.23859 0.22309 0.87568 0.58
H 0.81033 1.89085 0.22745 0.45
H -1.09471 1.04508 -1.93542 -0.06
H -1.72900 0.16448 -0.38854 0.41
H -1.02241 3.32590 -0.32026 0.12
H -4.01255 3.17137 -0.66016 0.35
H -2.72346 3.27164 -2.15372 0.25
H -3.39245 1.57091 -1.61570 0.24
H -2.98897 1.28989 1.42295 0.26
H -1.43819 2.16436 2.05419 0.22
H -2.97064 3.24710 1.54997 0.25
H -1.11191 -2.32605 -2.86069 0.32
H 2.27464 2.92970 -1.23938 0.37
H 0.70175 2.66629 -2.22635 0.05
H 1.55894 4.00727 -3.93217 0.42
H 2.96745 2.82973 -4.35499 0.34
H 5.30885 5.62444 -3.58332 0.32
H 4.45310 4.87295 -4.89965 0.26
H 1.94515 -0.90789 -3.98963 0.38
H 2.79937 0.64400 -4.67924 0.38
H -0.23514 1.58562 -3.86261 0.16
H 0.41487 -0.85068 -6.41303 0.28
H -1.40764 0.01577 -5.88393 0.29
C -0.55785 6.62196 2.51751 0.26
C -2.03342 6.90350 2.24705 -0.36
O -2.74230 5.88282 2.94597 -0.35
S -1.90318 5.47635 4.28428 1.06
O -2.46464 6.19715 5.40515 -0.46
O -1.71080 4.04478 4.28575 -0.56
O -0.49505 6.18899 3.87537 -0.32
H -0.18902 5.80924 1.88347 0.15
H 0.06519 7.50827 2.37070 -0.06
H -2.27359 6.87928 1.18145 0.36
H -2.33334 7.87006 2.66556 0.30
C -3.22093 -6.52196 0.14487 -0.28
C -2.94784 -5.04076 -0.10250 -0.29
O -4.11392 -4.55114 -0.76076 -0.27
S -5.41245 -5.37969 -0.22435 1.00
O -6.05066 -4.59744 0.81098 -0.57
O -6.12429 -5.90330 -1.36694 -0.54
O -4.60326 -6.60254 0.48821 -0.27
H -3.06116 -7.10950 -0.76497 0.27
H -2.60352 -6.92650 0.95136 0.34
H -2.06027 -4.87807 -0.71856 0.29
H -2.83972 -4.49689 0.84188 0.24
C -4.00703 6.26861 8.45817 -0.12
C -3.63318 7.73463 8.66000 -0.31
O -4.16279 8.08239 9.93724 -0.33
S -4.12083 6.76910 10.90365 1.10
O -2.93231 6.84992 11.72342 -0.53
O -5.44159 6.56179 11.45047 -0.53
O -3.86077 5.65809 9.73921 -0.32
H -5.05264 6.16734 8.14998 0.29
H -3.36309 5.77553 7.72504 0.15
H -4.04676 8.38085 7.88211 0.30
H -2.54621 7.86236 8.69900 0.31
C -5.09676 -10.01636 3.57983 -0.35
C -4.97740 -8.50320 3.41914 0.04
O -3.83367 -8.13545 4.18687 -0.30
S -2.75437 -9.35778 4.14844 1.11
O -1.77417 -9.06226 3.12716 -0.54
O -2.39833 -9.69583 5.50688 -0.53
O -3.75728 -10.50722 3.57323 -0.32
H -5.54991 -10.27600 4.54201 0.30
H -5.67419 -10.47306 2.77158 0.32
H -5.86586 -7.97531 3.77374 0.34
H -4.78526 -8.23166 2.37574 -0.04
C 1.76393 11.90280 2.75717 -0.35
C 0.39001 11.36298 3.14529 -0.27
O 0.01270 10.49906 2.07568 -0.31
S 1.35386 9.81255 1.45083 1.16
O 1.50568 8.50075 2.04012 -0.59
O 1.36166 10.04042 0.02450 -0.56
O 2.44311 10.80953 2.14180 -0.30
H 1.67730 12.70805 2.02054 0.30
H 2.32607 12.26205 3.62331 0.30
H -0.34775 12.15797 3.27744 0.31
H 0.44622 10.76330 4.05993 0.28
C -6.13458 -7.53141 -3.80602 -0.11
C -7.31740 -7.72582 -4.75094 -0.31
O -6.79019 -8.43972 -5.86681 -0.31
S -5.59159 -9.41850 -5.35129 1.08
O -6.14035 -10.74303 -5.16258 -0.53
O -4.41558 -9.16005 -6.14917 -0.55
O -5.38216 -8.74099 -3.88330 -0.29
H -5.49354 -6.70954 -4.14091 0.17
H -6.45431 -7.34632 -2.77704 0.27
H -7.75459 -6.77725 -5.07165 0.32
H -8.09292 -8.34600 -4.28912 0.31